{
  "formula": "C4H11N2S",
  "method": "wB97M-V/def2-TZVPD",
  "species": ["C", "C", "C", "C", "N", "N", "S", "H", "H", "H", "H", "H", "H", "H", "H", "H", "H", "H"],
  "positions_angstrom": [[0.90, 0.22, 0.16], [1.72, 1.65, 2.00], [0.87, 0.43, 1.62], [-0.55, -0.40, -1.70], [-0.10, -0.10, -0.53], [-2.57, -1.01, -1.30], [-0.06, -1.79, -2.62], [1.86, 0.43, -0.33], [1.34, 2.54, 1.50], [1.69, 1.81, 3.07], [2.76, 1.49, 1.70], [-0.15, 0.53, 1.98], [1.31, -0.46, 2.10], [-1.00, 0.38, -2.29], [-2.67, -2.02, -1.40], [-3.19, -0.56, -1.95], [-2.83, -0.75, -0.35], [0.66, -2.39, -1.67]],
  "lowdin_charge": [-0.083, -0.087, -0.206, -0.547, 0.056, 0.062, 0.890, 0.156, 0.083, 0.086, 0.082, 0.121, 0.133, 0.107, 0.072, 0.084, 0.085, -0.094],
  "orbital_gap_ev": 10.225,
  "total_charge": 1,
  "homo_ha": -0.5219
}